# 1
Molecular formula: C3H3I3O
Method: DFT, ωB97M-V/def2-TZVPD

```
10
Properties=species:S:1:pos:R:3:forces:R:3
C 0.43405 -1.75148 0.74448 -1.39 1.51 0.06
C -0.26754 -0.95967 -0.07184 2.17 -2.02 -1.68
C -0.90924 0.25353 0.34292 -0.54 2.05 0.69
O -0.47260 1.32015 0.66500 -0.09 -1.29 -0.38
I -0.49350 -1.33025 -2.28101 0.31 0.28 1.91
I -2.98223 -0.15680 0.40536 -1.04 0.18 0.14
I 1.70013 2.89489 -1.71775 0.02 0.36 0.42
H 0.92388 -2.65604 0.53647 0.44 -0.93 -0.80
H 0.39865 -1.50711 1.79929 0.14 0.24 0.10
H 1.66840 3.89277 -0.42291 -0.01 -0.39 -0.46
```
Forces are in eV/Å.

The total energy is -29507.422 eV. The HOMO energy comes out at -9.627 eV. The energy relative to the best compared isomer or geometry (same formula, charge and spin) is 44.58 kJ/mol. As for the molecular weight: 435.77 g/mol. As for the spin multiplicity: 1.

***

# 2
Molecular formula: C3H2AuFO
Method: DFT, ωB97M-V/def2-TZVPD

```
8
Properties=species:S:1:pos:R:3:forces:R:3
C 1.29514 0.26191 -0.58959 6.49 0.83 -0.63
C 0.06324 0.76548 -0.76109 -3.91 0.03 -0.15
O -0.94030 0.20042 0.03563 1.62 0.76 -0.63
C -0.60632 -0.23417 1.21756 -0.01 0.58 -1.25
F 2.37582 1.01547 -0.82636 -3.12 -1.96 0.34
H 1.50832 -0.79987 -0.45714 0.12 -0.02 0.62
H -0.30861 1.19064 -1.69258 0.06 0.87 0.20
Au -2.03602 -1.15554 1.97812 -1.25 -1.08 1.50
```
Forces are in eV/Å.

The total energy is -11572.298 eV. The HOMO energy (spin up / spin down) comes out at -19.918 / -21.540 eV. The energy relative to the best compared isomer or geometry (same formula, charge and spin) is 53.14 kJ/mol. The net charge is +2. As for the molecular weight: 270.01 g/mol. As for the spin multiplicity: 3.

***

# 3
Molecular formula: C5H14
Method: DFT, ωB97M-V/def2-TZVPD

```
19
Properties=species:S:1:pos:R:3:forces:R:3
C -1.07204 -0.77201 -2.89876 0.02 0.13 0.62
C -0.45436 0.41097 -2.14367 -0.24 -0.14 -0.73
C 0.54195 0.04759 -1.04313 -0.29 0.71 -0.55
H -1.95132 -0.43373 -3.44922 0.19 -0.17 -0.28
H -1.41060 -1.52573 -2.18887 -0.12 -0.08 0.10
H -0.34659 -1.26754 -3.54044 -0.04 0.09 -0.25
H 0.00634 1.06502 -2.89754 0.09 -0.01 0.29
H -1.26550 1.01067 -1.71770 0.04 -0.15 0.09
H 0.22577 -0.83598 -0.49700 -0.15 0.11 0.35
H 1.53863 -0.14769 -1.42326 0.17 -0.05 -0.16
H 0.57740 0.95425 -0.43531 0.35 -0.45 0.49
C 0.12134 0.83024 2.80673 2.17 1.19 1.24
C 0.79682 -0.53158 3.03067 -1.27 0.29 0.74
H 0.69455 1.52666 3.45342 0.53 -0.07 -0.53
H 0.35029 1.15178 1.79337 -0.89 0.32 -0.02
H -0.79428 1.14274 3.30550 -0.98 -1.11 -1.03
H 0.58927 -1.23226 2.23236 -0.03 -0.21 -0.10
H 1.86340 -0.38944 3.13702 0.25 -0.09 -0.14
H 0.41819 -0.93341 3.97446 0.20 -0.32 -0.12
```
Forces are in eV/Å.

The total energy is -5411.385 eV. The SMILES is CCC.CC. The HOMO energy comes out at -11.239 eV. The energy relative to the best compared isomer or geometry (same formula, charge and spin) is 64.13 kJ/mol. As for the molecular weight: 74.17 g/mol. As for the spin multiplicity: 1.

***

# 4
Molecular formula: C5H10O
Method: DFT, ωB97M-V/def2-TZVPD

```
16
Properties=species:S:1:pos:R:3:forces:R:3
C 0.03381 0.05905 -0.99486 -0.87 -0.47 1.42
C -0.60984 -0.74161 0.37601 0.71 0.66 -1.59
C 0.46990 0.23883 0.38463 0.64 0.01 0.67
C 0.74571 1.42858 1.21529 -0.23 0.38 0.25
C 1.77107 0.33373 1.07558 0.57 -0.19 -0.07
H -0.50295 0.88539 -1.44962 -0.20 -0.25 0.06
H 0.67211 -0.51105 -1.66050 -0.22 -0.22 0.09
H -1.55364 -0.49189 0.84697 -0.13 0.22 -0.58
H -0.38302 -1.80052 0.38881 0.19 0.07 0.03
H 0.23610 1.50873 2.17031 0.03 0.03 -0.11
H 0.93564 2.37423 0.71637 -0.02 -0.13 0.05
H 2.64605 0.54181 0.46740 -0.06 -0.02 0.11
H 1.94778 -0.31123 1.93109 -0.03 0.08 -0.12
O -2.40227 -1.57055 -1.90356 0.91 0.55 0.29
H -1.49891 -1.32335 -1.56755 -1.24 -0.42 -0.41
H -2.87637 -0.73468 -1.79074 -0.03 -0.29 -0.09
```
Forces are in eV/Å.

The total energy is -7392.192 eV. The SMILES is C1CC12CC2.O. The HOMO energy comes out at -9.816 eV. The energy relative to the best compared isomer or geometry (same formula, charge and spin) is 248.32 kJ/mol. As for the molecular weight: 86.13 g/mol. As for the spin multiplicity: 1.

***

# 5
Molecular formula: C2H9N3
Method: DFT, ωB97M-V/def2-TZVPD

```
14
Properties=species:S:1:pos:R:3:forces:R:3
C 0.28142 -2.51970 1.55658 -0.19 -0.50 0.40
N 0.71936 -1.35295 1.65768 0.21 1.14 -0.31
H -0.27014 -2.78939 0.66552 -0.04 -0.06 -0.29
H 0.36400 -3.30936 2.30595 0.14 0.05 0.15
H 1.20858 -1.09225 2.51609 -0.13 -0.58 -0.02
N 0.91495 1.35966 -0.69863 0.35 -0.14 -0.68
C -0.22740 1.29829 -1.57877 -0.36 0.38 0.38
N -1.52086 1.00676 -0.95147 0.07 0.36 -0.25
H 1.11178 2.24844 -0.26953 -0.26 -0.09 0.16
H 0.95741 0.57584 -0.07018 0.09 -0.01 0.37
H -0.32547 2.25437 -2.08984 0.10 0.04 -0.10
H -0.08002 0.53613 -2.33997 0.13 -0.11 -0.06
H -1.44033 0.11618 -0.50071 -0.10 -0.58 0.27
H -1.69329 1.66801 -0.20273 -0.01 0.10 -0.03
```
Forces are in eV/Å.

The total energy is -6689.232 eV. The SMILES is C=N.NCN. The HOMO energy comes out at -8.481 eV. The energy relative to the best compared isomer or geometry (same formula, charge and spin) is 123.23 kJ/mol. As for the molecular weight: 75.11 g/mol. As for the spin multiplicity: 1.

***

# 6
Molecular formula: AlO4P
Method: DFT, ωB97M-V/def2-TZVPD

```
6
Properties=species:S:1:pos:R:3:forces:R:3
Al 13.85739 3.66863 1.96892 2.79 1.49 1.23
P 16.01559 4.90291 2.87968 0.64 2.20 1.74
O 15.83844 5.93834 4.02063 1.12 -2.27 0.32
O 16.86972 5.57043 1.76529 0.55 -1.71 0.29
O 14.74776 5.45100 2.15541 -4.72 -0.51 -2.92
O 15.63755 3.38702 2.98328 -0.38 0.80 -0.66
```
Forces are in eV/Å.

The total energy is -24072.674 eV. The HOMO energy comes out at -9.921 eV. The energy relative to the best compared isomer or geometry (same formula, charge and spin) is 116.88 kJ/mol. As for the molecular weight: 121.95 g/mol. As for the spin multiplicity: 1.

***

# 7
Molecular formula: C20H11Cl4NO3P
Method: DFT, ωB97M-V/def2-TZVPD

```
40
Properties=species:S:1:pos:R:3:forces:R:3
Cl 0.65180 -3.36400 2.69183 0.02 0.04 -0.03
C 0.85254 -3.68358 1.03932 -0.06 -0.61 -0.26
C 0.78792 -4.93914 0.52984 0.19 0.96 -0.10
Cl 0.52729 -6.30977 1.50772 -0.15 -0.23 0.17
C 1.04245 -5.22812 -0.91292 -0.06 -0.78 -0.15
O 1.05853 -6.36686 -1.36014 -0.04 1.27 0.47
C 1.29836 -4.04070 -1.77992 0.03 0.87 0.55
Cl 1.58255 -4.37197 -3.43275 -0.03 -0.08 -0.19
C 1.37302 -2.78648 -1.27514 -0.11 -0.63 -0.30
Cl 1.75163 -1.43402 -2.25318 0.03 -0.11 0.05
C 1.30196 -2.50547 0.20930 1.19 1.25 0.90
O 2.03515 -1.64023 0.70151 0.28 -1.60 -0.62
C 2.73778 2.44254 -1.80468 -0.04 -0.17 0.17
C 1.37906 2.44325 -2.13908 0.08 -0.05 0.02
C 0.44826 1.84717 -1.28668 0.30 0.05 0.02
C 0.87224 1.24703 -0.09728 0.08 0.16 0.06
P -0.30330 0.45443 1.06301 1.08 -0.84 0.15
C -1.65782 1.67754 1.01333 -0.67 0.03 0.06
C -2.95829 1.41265 0.56243 0.22 0.29 -0.02
C -3.91695 2.43261 0.55978 0.09 0.24 0.20
C -3.59924 3.70788 1.04521 0.18 -0.24 -0.06
C -2.31027 3.96806 1.52654 0.00 -0.29 -0.01
C -1.35169 2.95313 1.51841 -0.12 0.08 -0.15
C -0.55335 -1.11880 0.26089 -1.01 0.40 -0.27
C -1.58328 -1.93118 0.75669 -1.82 -1.18 -0.06
N -2.44183 -2.65894 1.09925 1.33 1.05 -0.31
O 0.19671 0.34147 2.46489 -0.12 0.31 -0.28
C 2.22804 1.24023 0.23105 0.13 0.10 -0.02
C 3.16178 1.83387 -0.61788 -0.15 0.05 -0.14
H 3.47018 2.90735 -2.46867 -0.24 -0.12 0.17
H 1.04236 2.90976 -3.06770 0.12 -0.12 0.27
H -0.61106 1.85811 -1.54391 0.20 0.01 0.05
H -3.22054 0.41347 0.21129 0.11 0.23 0.05
H -4.92264 2.23392 0.18654 0.25 0.01 0.12
H -4.34921 4.50183 1.05899 0.18 -0.27 -0.06
H -2.04704 4.95651 1.91662 -0.14 -0.36 -0.15
H -0.34679 3.15466 1.90022 -0.31 -0.12 -0.13
H -0.39838 -1.12063 -0.81900 -0.53 0.18 0.21
H 2.55133 0.75423 1.15148 -0.16 0.13 -0.23
H 4.22079 1.80819 -0.34720 -0.33 0.06 -0.15
```
Forces are in eV/Å.

The total energy is -87930.577 eV. The HOMO energy comes out at -4.611 eV. The net charge is -1. As for the molecular weight: 486.10 g/mol. As for the spin multiplicity: 1.

***

# 8
Molecular formula: C3H10O4S
Method: DFT, ωB97M-V/def2-TZVPD

```
18
Properties=species:S:1:pos:R:3:forces:R:3
O 0.50484 1.74868 -0.82634 -0.23 -1.71 1.53
C 0.15442 1.02537 0.37426 2.99 -1.92 -3.14
O 1.00155 0.27688 1.13783 -0.96 1.90 -2.27
C -1.02789 0.14137 -0.07537 -2.57 -0.70 -0.68
C -0.29570 -0.90119 -0.95101 -0.02 -1.53 -0.41
S 0.52968 -2.23262 -0.00285 -1.14 0.98 -0.84
H -0.28365 1.73890 0.96447 -1.72 2.23 2.10
H -1.73268 -0.19104 0.68894 0.94 -0.64 0.61
H -1.76225 0.70869 -0.67869 1.00 0.23 -0.23
H 0.35368 -0.33184 -1.63221 0.21 -0.46 0.40
H -1.00728 -1.43912 -1.60238 -0.25 0.38 0.33
H 1.07225 -1.23986 0.75946 0.95 0.60 0.22
H -0.26716 1.77406 3.11308 -0.30 1.15 0.60
H 0.20113 0.55950 2.57949 1.43 -1.70 -1.62
O -0.22910 0.85562 3.34007 -1.40 0.63 2.03
H -1.26807 1.18883 -3.78856 -0.22 0.62 -0.47
H -0.13509 1.48134 -1.64446 0.54 0.58 0.14
O -0.85616 0.85372 -3.00167 0.74 -0.66 1.70
```
Forces are in eV/Å.

The total energy is -22290.108 eV. The HOMO energy comes out at -9.446 eV. The energy relative to the best compared isomer or geometry (same formula, charge and spin) is 835.97 kJ/mol. As for the molecular weight: 142.18 g/mol. As for the spin multiplicity: 1.

***

Q: The highest molecular weight belongs to which entry?
A: C20H11Cl4NO3P

***

Q: Look up the spin multiplicity of the fourth one.
A: 1